Record 1
Formula: C27H33AuGeN3S
Source: the OMol25 dataset
Level of theory: ωB97M-V with the def2-TZVPD basis set

Geometry (Å):
Au  0.55850  0.97605  -0.82005
N  1.44156  2.62830  -2.35609
C  0.40673  3.66299  -2.57624
C  -0.91565  3.02082  -2.96181
N  -1.40885  2.04103  -1.97735
C  -2.24591  2.54504  -0.88847
C  -1.40050  3.15282  0.22100
N  -0.34872  2.19983  0.68666
H  2.28338  3.05745  -1.98587
H  1.69894  2.19796  -3.23953
H  0.68662  4.37136  -3.35732
H  0.32177  4.22328  -1.64830
H  -0.78458  2.48429  -3.90374
H  -1.64499  3.81716  -3.14121
H  -1.90914  1.32202  -2.48315
H  -2.78792  1.69907  -0.47313
H  -2.98242  3.27650  -1.23356
H  -2.04603  3.41452  1.05863
H  -0.90934  4.06487  -0.10680
H  -0.74771  1.53199  1.34921
H  0.39148  2.69759  1.17225
C  2.26486  -1.39987  1.38751
Ge  0.46847  -1.01821  0.77306
C  -0.33664  -2.58094  -0.01521
C  -0.32427  -3.69406  0.82957
C  -0.82788  -4.91162  0.39337
C  -1.35549  -5.02996  -0.88488
C  -1.38596  -3.92810  -1.72895
C  -0.88091  -2.71123  -1.29351
C  -0.58099  -0.43292  2.28709
C  0.09131  -0.15622  3.45464
C  -0.58372  0.31625  4.60525
C  -1.93150  0.49890  4.57030
C  -2.67788  0.21657  3.39532
C  -4.08618  0.38387  3.36862
C  -4.80482  0.07402  2.25261
C  -4.14277  -0.41847  1.10462
C  -2.78598  -0.57418  1.09672
C  -2.00691  -0.25504  2.24143
H  2.16829  -2.17264  2.15158
H  2.76352  -0.53172  1.81817
H  2.88054  -1.79071  0.58244
H  0.06707  -3.61971  1.83974
H  -0.81130  -5.76767  1.05517
H  -1.75941  -5.97731  -1.21622
H  -1.80772  -4.01786  -2.72203
H  -0.93853  -1.85609  -1.95999
H  1.16341  -0.30133  3.51818
H  -0.02190  0.53490  5.50378
H  -2.46126  0.84208  5.45096
H  -4.58259  0.75355  4.25769
H  -5.88171  0.17897  2.24874
H  -4.72372  -0.68851  0.23055
H  -2.30208  -0.99496  0.22130
S  1.52673  -0.58937  -2.13995
C  3.19936  -0.56567  -1.91336
C  3.92375  -1.56810  -2.61642
C  5.29428  -1.60195  -2.52492
C  5.96434  -0.64614  -1.75815
C  5.26109  0.34735  -1.05867
C  3.89426  0.38767  -1.12437
H  3.38390  -2.29637  -3.20898
H  5.85297  -2.36567  -3.04893
H  7.04546  -0.67001  -1.70344
H  5.80200  1.07507  -0.46885
H  3.32930  1.13847  -0.58669

Cartesian forces (eV/Å) of the 6 atoms listed first:
-0.035 -0.039 0.158
-0.209 0.359 0.173
0.105 -0.099 -0.007
-0.144 0.007 0.121
0.043 -0.005 -0.435
0.230 -0.022 0.066

Output
Charge = +2
Lowest unoccupied orbital energy (spin up / spin down) = -6.308 / -8.819 eV
HOMO-LUMO gap (spin up / spin down) = 7.076 / 4.563 eV
Relative energy (zero: lowest compared OMol25 entry of this formula, charge and spin) = 0.000 eV
Spin multiplicity = 2

Atom charges from the Löwdin analysis, given in e for atoms 1 to 8: 0.7355, -0.0432, -0.2254, -0.1884, -0.1235, -0.1886, -0.1761, -0.0505

***

Record 2
Formula: C27H33Br2F7O23
Source: the OMol25 dataset
Level of theory: ωB97M-V with the def2-TZVPD basis set

Geometry (Å):
O  12.42393  13.41056  8.80574
C  11.92220  13.19871  9.87548
O  11.96657  14.20617  10.80221
C  11.27792  13.74763  11.94070
C  10.46083  12.54345  11.35485
F  9.25414  13.08550  10.79409
O  11.24240  12.10075  10.30124
H  11.99358  13.37997  12.62971
H  10.63580  14.47864  12.32678
H  10.20016  11.75725  12.05976
O  9.87629  11.87962  5.65830
C  9.84363  11.19369  6.62610
O  10.88704  10.47945  7.12596
C  10.39534  9.60642  8.22752
C  8.95180  9.96236  8.31377
F  8.69178  10.64925  9.46906
O  8.70124  10.92987  7.31431
H  10.57513  8.48632  8.06540
H  10.96788  9.87932  9.09820
H  8.26067  9.18600  8.33211
O  15.99149  7.09312  12.05749
C  17.04605  7.19145  12.63606
O  17.34337  6.70993  13.83112
C  18.67183  7.08953  14.11043
C  19.31430  7.51678  12.80178
F  19.94844  6.47491  12.21665
O  18.12852  7.74847  12.01689
H  18.61398  7.87549  14.79997
H  19.11679  6.27765  14.62545
H  19.90525  8.40000  12.74184
O  17.33982  14.42827  10.80799
C  18.18913  14.12939  10.00684
O  19.13408  13.21267  10.40427
C  20.05626  13.07632  9.36066
C  19.42219  13.79798  8.12769
F  18.86930  12.98079  7.23219
O  18.46106  14.64109  8.80751
H  20.95462  13.63652  9.58900
H  20.19920  12.10678  9.16857
H  20.15452  14.47906  7.62631
O  16.69508  11.79838  8.86226
C  15.91058  12.24051  8.06031
O  16.11011  13.32186  7.24203
C  14.86377  13.41042  6.50540
C  14.17230  12.08133  6.65281
F  14.57778  11.20934  5.65005
O  14.72002  11.57420  7.89651
H  14.19596  14.18226  6.86033
H  15.14950  13.51166  5.48368
H  13.11168  12.21416  6.76668
O  20.89680  10.69574  13.05947
C  19.93798  11.39266  13.22833
O  18.70293  11.05394  13.23585
C  17.88415  12.27337  13.20328
C  18.84186  13.37484  13.49576
F  18.80608  13.80948  14.78116
O  20.12778  12.72158  13.34151
H  17.42944  12.33524  12.21471
H  17.18499  12.19934  14.07691
H  18.70969  14.16662  12.78441
O  9.74628  7.46917  10.97653
C  10.32850  6.76478  11.72214
O  10.54236  7.07374  12.96742
C  11.37709  6.09353  13.58844
C  11.68099  5.07303  12.41948
F  11.03860  3.84853  12.66902
O  11.15620  5.66300  11.34239
H  12.26465  6.58413  13.94540
H  10.83351  5.60946  14.46193
H  12.75843  4.92693  12.29493
C  12.76265  11.75882  16.77130
C  13.09474  11.83985  15.29370
O  13.68028  13.11066  14.91865
C  14.96347  13.25428  15.15311
C  15.56928  14.62246  14.82466
O  15.68415  12.42886  15.66663
H  13.64047  11.87745  17.31722
H  12.36180  10.70908  16.95225
H  11.99612  12.44782  17.06834
H  13.80978  11.03086  15.11986
H  12.21723  11.76220  14.65661
H  16.54223  14.67598  15.22562
H  15.04875  15.37173  15.37562
H  15.47613  14.90470  13.74690
Br  12.61758  9.18467  12.24476
C  14.20169  9.38302  11.07174
C  15.26089  10.32654  11.60581
Br  14.74330  12.15785  11.45970
H  13.92317  9.82725  10.10178
H  14.69156  8.41331  10.99850
H  16.16755  10.19224  11.01981
H  15.35766  10.05981  12.62960

Cartesian forces (eV/Å) of the 6 atoms listed first:
-0.514 -1.398 0.566
1.265 2.297 -1.414
-0.400 -1.126 -0.451
-0.623 -2.122 -1.167
-1.076 1.795 0.445
1.382 -0.772 0.818

Output
Lowest unoccupied orbital energy = 0.213 eV
HOMO-LUMO gap = 10.505 eV
Structure (SMILES) = O=C1OC[C@@H](F)O1.O=C1OC[C@@H](F)O1.O=C1OC[C@@H](F)O1.O=C1OC[C@@H](F)O1.O=C1OC[C@@H](F)O1.O=C1OC[C@@H](F)O1.O=C1OC[C@@H](F)O1.CCOC(C)=O.BrCCBr
Spin multiplicity = 1

Atom charges from the Löwdin analysis, given in e for atoms 1 to 8: 0.1597, -0.5454, 0.0612, -0.0571, -0.2338, 0.0127, 0.0933, 0.0941

***

Number 1: electronic energy -104034.7482 eV. Number 2: electronic energy -234735.1171 eV.